{
  "formula": "C4H12N3",
  "method": "the ωB97M-V functional and the def2-TZVPD basis",
  "homo_lumo_gap_ha": 0.36709,
  "e_tot_ha": -323.5964,
  "charge": 1,
  "e_above_lowest_kj_mol": 214.99,
  "symbols": ["N", "N", "N", "C", "C", "C", "C", "H", "H", "H", "H", "H", "H", "H", "H", "H", "H", "H", "H"],
  "positions_angstrom": [[0.01, -0.85, -0.43], [1.58, -2.82, -0.19], [-1.25, 1.47, -1.17], [0.51, -0.18, 0.86], [0.63, -1.95, -0.78], [-1.20, 1.58, 0.39], [0.18, 1.26, 0.82], [0.20, 1.74, 1.87], [-0.62, 0.82, -1.39], [-0.92, 2.39, -1.43], [1.84, -3.67, -0.70], [-1.54, 2.56, 0.69], [0.44, -2.19, -1.87], [-0.12, -0.50, 1.76], [1.66, -2.93, 0.80], [-1.76, 0.70, 0.89], [-2.18, 1.10, -1.43], [1.62, -0.44, 1.00], [0.92, 1.90, 0.31]],
  "mulliken_charge": [-0.458, -0.396, -0.195, -0.510, -0.017, -0.637, -0.741, 0.296, 0.273, 0.363, 0.249, 0.424, 0.295, 0.303, 0.218, 0.366, 0.352, 0.425, 0.390]
}

=====

{
  "formula": "C4H12N3",
  "method": "the ωB97M-V functional and the def2-TZVPD basis",
  "homo_lumo_gap_ha": 0.32995,
  "e_tot_ha": -323.5963,
  "charge": 1,
  "e_above_lowest_kj_mol": 215.28,
  "symbols": ["N", "N", "N", "C", "C", "C", "C", "H", "H", "H", "H", "H", "H", "H", "H", "H", "H", "H", "H"],
  "positions_angstrom": [[0.44, -1.62, 0.68], [-1.33, -0.79, 2.54], [0.22, 1.80, -2.43], [-0.77, 0.15, 1.70], [0.28, 0.50, -1.85], [-0.08, -0.18, 0.60], [0.72, 0.63, -0.35], [-0.71, 0.04, -1.88], [1.42, -1.67, 0.96], [-0.10, -2.23, 1.29], [0.94, -0.24, -2.32], [1.10, 2.25, -2.66], [-0.37, 1.87, -3.25], [-2.09, -1.29, 2.10], [1.79, 0.43, -0.24], [0.42, -2.01, -0.26], [-0.72, 1.18, 2.06], [-1.70, -0.49, 3.43], [0.55, 1.68, -0.11]],
  "mulliken_charge": [-0.277, -0.598, -0.566, 0.019, -0.391, -0.103, -0.820, 0.381, 0.330, 0.358, 0.239, 0.201, 0.224, 0.268, 0.359, 0.360, 0.372, 0.270, 0.375]
}

=====

{
  "formula": "C4H12N3",
  "method": "the ωB97M-V functional and the def2-TZVPD basis",
  "homo_lumo_gap_ha": 0.23975,
  "e_tot_ha": -323.5419,
  "charge": 1,
  "e_above_lowest_kj_mol": 358.00,
  "symbols": ["N", "N", "N", "C", "C", "C", "C", "H", "H", "H", "H", "H", "H", "H", "H", "H", "H", "H", "H"],
  "positions_angstrom": [[2.60, 0.50, 0.53], [-1.42, 0.43, 0.20], [1.90, -1.31, -1.00], [-2.79, 0.31, -0.04], [-0.71, 1.47, -0.18], [-3.54, -0.57, 0.64], [2.93, -0.74, -0.12], [-3.09, -1.24, 1.35], [1.08, -1.52, -0.46], [3.79, -0.57, -0.83], [-3.20, 1.03, -0.77], [3.19, -1.50, 0.65], [1.85, 0.33, 1.17], [2.34, 1.19, -0.12], [0.32, 1.53, 0.11], [-1.26, 2.21, -0.75], [1.66, -0.63, -1.66], [-1.02, -0.31, 0.84], [-4.62, -0.63, 0.46]],
  "mulliken_charge": [-0.550, -0.019, -0.512, 0.243, -0.086, -0.763, -0.490, 0.259, 0.174, 0.350, 0.262, 0.356, 0.250, 0.287, 0.148, 0.229, 0.245, 0.360, 0.258]
}

=====

{
  "formula": "C4H12N3",
  "method": "the ωB97M-V functional and the def2-TZVPD basis",
  "homo_lumo_gap_ha": [0.26218, 0.28500],
  "s_squared": 2.006,
  "e_tot_ha": -323.4089,
  "spin_multiplicity": 3,
  "charge": 1,
  "e_above_lowest_kj_mol": 214.55,
  "symbols": ["N", "N", "N", "C", "C", "C", "C", "H", "H", "H", "H", "H", "H", "H", "H", "H", "H", "H", "H"],
  "positions_angstrom": [[0.26, -0.71, -0.15], [0.03, 0.50, 0.41], [2.41, -0.26, 0.51], [1.53, -1.07, -0.09], [-1.30, 0.69, 1.09], [0.28, 1.58, -0.67], [-0.76, -1.63, -0.63], [0.43, 2.47, -0.12], [1.98, 0.52, 0.93], [3.39, -0.31, 0.33], [-0.50, 1.92, -1.38], [-1.30, -0.99, -1.25], [-1.42, -1.84, 0.28], [-1.23, 1.55, 1.71], [-1.38, -0.23, 1.69], [1.64, -1.94, -0.78], [-2.17, 0.95, 0.32], [-0.31, -2.53, -1.20], [1.25, 1.43, -1.18]],
  "lowdin_spin": [0.559, 0.217, 0.416, 0.549, 0.018, 0.056, 0.056, 0.000, 0.012, 0.010, 0.006, 0.015, 0.026, 0.005, 0.001, 0.037, 0.010, 0.004, 0.003]
}

=====

{
  "formula": "C4H12N3",
  "method": "the ωB97M-V functional and the def2-TZVPD basis",
  "homo_lumo_gap_ha": [0.42827, 0.22068],
  "s_squared": 0.755,
  "e_tot_ha": -323.1299,
  "spin_multiplicity": 2,
  "charge": 2,
  "e_above_lowest_kj_mol": 230.46,
  "symbols": ["N", "N", "N", "C", "C", "C", "C", "H", "H", "H", "H", "H", "H", "H", "H", "H", "H", "H", "H"],
  "positions_angstrom": [[-3.17, -0.87, -0.57], [3.48, 0.65, -0.68], [1.18, 1.04, -0.22], [-1.39, -0.06, 0.99], [2.23, 0.29, -0.28], [-1.78, -0.42, -0.44], [-0.43, -0.77, 1.66], [4.24, 0.04, -0.95], [-1.53, 0.44, -1.14], [-3.30, -1.09, -1.55], [-1.87, 0.69, 1.51], [0.12, -1.54, 1.17], [-0.20, -0.51, 2.71], [-1.10, -1.28, -0.73], [0.50, 0.58, 0.40], [1.16, 2.00, -0.60], [3.58, 1.62, -0.93], [2.11, -0.75, 0.02], [-3.84, -0.09, -0.38]],
  "lowdin_spin": [0.732, 0.001, 0.001, 0.013, 0.000, 0.112, 0.017, 0.000, 0.070, 0.018, 0.000, 0.001, 0.002, 0.012, 0.000, 0.000, 0.000, 0.000, 0.021]
}

=====

{
  "formula": "C4H12N3O",
  "method": "the ωB97M-V functional and the def2-TZVPD basis",
  "homo_lumo_gap_ha": [0.27816, 0.27824],
  "e_tot_ha": -398.7289,
  "charge": 1,
  "e_above_lowest_kj_mol": 494.63,
  "symbols": ["O", "N", "N", "N", "C", "C", "C", "C", "H", "H", "H", "H", "H", "H", "H", "H", "H", "H", "H", "H"],
  "positions_angstrom": [[1.23, 0.71, 1.16], [-2.08, 0.99, -0.38], [-1.79, -1.92, -0.03], [-1.29, 2.16, -0.12], [2.71, -0.39, -0.58], [-0.90, -1.04, 0.36], [1.35, -0.08, 0.07], [0.34, -0.92, -0.33], [-1.81, 2.97, 0.05], [1.97, 0.52, 1.71], [0.37, -1.52, -1.23], [2.49, -1.16, -1.29], [2.97, 0.54, -1.08], [3.47, -0.47, 0.26], [-0.70, 2.20, -0.89], [-2.23, -2.55, 0.61], [-2.46, 0.71, 0.51], [-1.08, -0.61, 1.45], [-1.83, -2.29, -0.93], [-0.74, 2.17, 0.69]],
  "mulliken_charge": [-0.458, -0.786, -0.330, -0.003, -1.009, 0.100, 0.618, -0.583, 0.321, 0.338, 0.189, 0.343, 0.319, 0.315, 0.318, 0.246, 0.216, 0.431, 0.206, 0.209]
}

=====

{
  "formula": "C4H12N3O2",
  "method": "the ωB97M-V functional and the def2-TZVPD basis",
  "homo_lumo_gap_ha": [0.34619, 0.21168],
  "e_tot_ha": -473.9787,
  "charge": 1,
  "e_above_lowest_kj_mol": 530.03,
  "symbols": ["O", "O", "N", "N", "N", "C", "C", "C", "C", "H", "H", "H", "H", "H", "H", "H", "H", "H", "H", "H", "H"],
  "positions_angstrom": [[-2.18, 0.05, -0.55], [0.22, 2.37, -0.27], [-0.58, 0.63, -2.24], [0.43, -1.18, 0.81], [-0.79, 1.06, 1.45], [0.36, -2.14, -0.30], [1.01, 0.14, 0.48], [-0.91, 0.50, -0.92], [-0.14, 1.09, 0.19], [0.97, 2.89, 0.20], [-0.22, -3.00, 0.00], [-0.29, 1.57, 2.14], [1.28, -2.20, -0.92], [-0.51, -0.90, 1.21], [-0.17, 1.49, -2.64], [1.76, 0.05, -0.29], [0.94, -1.58, 1.58], [-2.72, -0.18, -1.30], [-1.14, 0.02, -2.94], [1.57, 0.38, 1.46], [-1.77, 1.35, 1.53]],
  "mulliken_charge": [-0.422, -0.608, -0.447, -0.094, -0.521, -0.709, -0.969, -0.025, 1.028, 0.374, 0.342, 0.238, 0.263, 0.431, 0.238, 0.298, 0.408, 0.336, 0.254, 0.374, 0.213]
}

=====

{
  "formula": "C4H12N3O2",
  "method": "the ωB97M-V functional and the def2-TZVPD basis",
  "homo_lumo_gap_ha": 0.38119,
  "e_tot_ha": -473.9576,
  "charge": 1,
  "e_above_lowest_kj_mol": 585.33,
  "symbols": ["O", "O", "N", "N", "N", "C", "C", "C", "C", "H", "H", "H", "H", "H", "H", "H", "H", "H", "H", "H", "H"],
  "positions_angstrom": [[-4.62, -0.80, -0.29], [-2.48, 0.60, -0.13], [0.73, 0.74, 0.00], [-3.41, -1.42, -0.32], [-2.40, -0.72, -0.29], [1.38, -0.33, 0.18], [0.66, -1.50, 0.63], [2.88, -0.20, -0.19], [1.20, 2.14, -0.09], [3.41, 0.36, 0.63], [0.60, 2.97, 0.36], [1.02, 2.42, -1.07], [-0.44, -1.40, 0.84], [1.25, -1.85, 1.56], [3.41, -1.16, -0.44], [0.66, -2.56, 0.07], [2.21, 2.24, 0.14], [3.00, 0.44, -1.14], [-5.30, -1.46, -0.43], [-3.49, 0.84, 0.06], [-0.27, 0.66, -0.09]],
  "mulliken_charge": [-0.391, -0.425, 0.088, -0.335, 0.262, 1.131, -1.014, -1.317, -1.020, 0.359, 0.318, 0.450, 0.274, 0.293, 0.320, 0.337, 0.383, 0.396, 0.398, 0.399, 0.093]
}

=====

{
  "formula": "C4H12N3OPS",
  "method": "the ωB97M-V functional and the def2-TZVPD basis",
  "homo_lumo_gap_ha": 0.28200,
  "e_tot_ha": -1138.6278,
  "e_above_lowest_kj_mol": 116.46,
  "symbols": ["S", "P", "O", "N", "N", "N", "C", "C", "C", "C", "H", "H", "H", "H", "H", "H", "H", "H", "H", "H", "H", "H"],
  "positions_angstrom": [[-1.44, -2.08, 3.01], [0.76, 0.16, -1.90], [0.97, 1.44, -2.56], [2.38, -0.58, -1.82], [0.26, 0.36, -0.32], [-0.28, -1.00, -2.60], [-1.80, -3.65, 2.57], [0.22, 1.74, 0.10], [0.27, 2.13, 1.57], [-1.05, 2.18, 0.85], [0.65, 2.34, -0.68], [2.82, -0.04, -2.51], [0.07, -1.25, -3.53], [-0.95, -4.46, 2.71], [-0.84, -1.64, -2.10], [-1.44, 3.17, 0.80], [0.10, -0.30, 0.42], [0.61, 1.46, 2.35], [2.80, -0.65, -0.91], [-2.73, -3.99, 2.06], [-1.94, 1.52, 0.81], [0.55, 3.13, 1.70]],
  "mulliken_charge": [-0.149, 0.756, -0.689, -0.641, -0.228, -0.468, -0.342, -0.122, -0.641, -0.619, 0.541, 0.251, 0.227, 0.226, 0.224, 0.224, 0.200, 0.236, 0.272, 0.264, 0.231, 0.247]
}

=====

{
  "formula": "C4H12N4",
  "method": "the ωB97M-V functional and the def2-TZVPD basis",
  "homo_lumo_gap_ha": 0.31432,
  "e_tot_ha": -378.4810,
  "e_above_lowest_kj_mol": 412.95,
  "symbols": ["N", "N", "N", "N", "C", "C", "C", "C", "H", "H", "H", "H", "H", "H", "H", "H", "H", "H", "H", "H"],
  "positions_angstrom": [[2.00, -0.04, 0.35], [0.32, 1.79, -0.74], [-2.28, 1.21, -0.05], [-3.13, -0.82, 0.53], [0.61, 0.50, -0.65], [2.85, -1.09, -0.16], [0.28, -0.23, 0.59], [-2.07, -0.07, 0.21], [2.33, -1.65, -0.94], [0.57, 2.17, -1.65], [3.14, -1.81, 0.62], [2.40, 0.65, 0.98], [0.10, 0.37, 1.47], [0.71, -0.14, -1.54], [-1.43, 1.76, -0.31], [-3.01, -1.80, 0.70], [3.76, -0.69, -0.63], [-4.08, -0.46, 0.62], [0.13, -1.30, 0.56], [-3.20, 1.65, 0.02]],
  "mulliken_charge": [-0.328, -1.005, -0.223, -0.306, 0.584, -0.882, -0.651, -0.297, 0.279, 0.157, 0.302, 0.240, 0.346, 0.254, 0.343, 0.200, 0.315, 0.187, 0.322, 0.166]
}

=====

{
  "formula": "C4H12N4",
  "method": "the ωB97M-V functional and the def2-TZVPD basis",
  "homo_lumo_gap_ha": 0.34260,
  "e_tot_ha": -378.5798,
  "e_above_lowest_kj_mol": 153.41,
  "symbols": ["N", "N", "N", "N", "C", "C", "C", "C", "H", "H", "H", "H", "H", "H", "H", "H", "H", "H", "H", "H"],
  "positions_angstrom": [[0.04, -1.66, -3.32], [-0.41, 0.13, -0.05], [1.30, 0.46, 2.29], [-0.90, 1.32, 0.39], [-0.79, 1.56, 1.64], [-0.29, 0.00, -1.49], [-0.11, 0.67, 2.65], [-0.07, -1.44, -1.89], [-0.59, -0.32, 2.67], [0.86, -1.19, -3.68], [1.76, 1.37, 2.30], [-0.88, -2.07, -1.48], [1.81, -0.12, 2.98], [0.54, 0.61, -1.91], [0.42, -0.17, 0.48], [-0.77, -1.28, -3.80], [-1.27, 2.48, 2.00], [-0.26, 1.13, 3.63], [0.86, -1.83, -1.45], [-1.23, 0.35, -1.97]],
  "mulliken_charge": [-0.617, 0.165, -0.614, -0.758, -0.127, -0.459, -0.512, -0.583, 0.289, 0.246, 0.207, 0.350, 0.208, 0.267, 0.358, 0.250, 0.379, 0.314, 0.327, 0.310]
}

=====

{
  "formula": "C4H12N4",
  "method": "the ωB97M-V functional and the def2-TZVPD basis",
  "homo_lumo_gap_ha": [0.33003, 0.33001],
  "e_tot_ha": -378.4836,
  "e_above_lowest_kj_mol": 406.02,
  "symbols": ["N", "N", "N", "N", "C", "C", "C", "C", "H", "H", "H", "H", "H", "H", "H", "H", "H", "H", "H", "H"],
  "positions_angstrom": [[-0.07, 0.19, -0.85], [-1.74, 0.81, 0.86], [0.30, -2.25, -1.65], [-0.50, -1.47, -1.22], [-0.56, 0.10, 0.47], [-0.68, 1.13, -1.76], [1.74, -0.78, 1.21], [0.58, 0.16, 1.51], [0.99, -1.86, -2.33], [-1.77, 1.01, -1.82], [0.93, 1.20, 1.55], [-1.63, 1.40, 1.68], [-0.88, -1.05, 0.41], [2.50, -0.70, 2.00], [0.15, -0.07, 2.48], [2.20, -0.53, 0.26], [-0.48, 2.15, -1.43], [1.40, -1.81, 1.16], [-0.25, 0.99, -2.75], [-2.24, 1.40, 0.22]],
  "mulliken_charge": [-0.129, -0.609, -0.440, 0.054, 0.404, -1.018, -1.282, -0.525, 0.263, 0.360, 0.325, 0.226, 0.225, 0.393, 0.357, 0.289, 0.350, 0.304, 0.249, 0.202]
}

=====

{
  "formula": "C4H12N4",
  "method": "the ωB97M-V functional and the def2-TZVPD basis",
  "homo_lumo_gap_ha": 0.38414,
  "e_tot_ha": -377.8393,
  "charge": 2,
  "e_above_lowest_kj_mol": 421.32,
  "symbols": ["N", "N", "N", "N", "C", "C", "C", "C", "H", "H", "H", "H", "H", "H", "H", "H", "H", "H", "H", "H"],
  "positions_angstrom": [[-0.35, -0.11, 1.27], [-2.71, 0.12, -0.37], [0.67, 0.53, 0.56], [-0.92, -1.12, 0.61], [2.98, 0.40, -0.75], [1.99, -0.43, 0.05], [-2.02, -0.95, -0.17], [-3.57, 1.00, -0.48], [-0.16, -0.51, 2.10], [-3.76, 1.61, -1.28], [0.28, 0.94, -0.32], [-2.43, -1.81, -0.74], [2.53, 0.38, -1.72], [2.48, -0.90, 0.88], [1.58, -1.06, -0.64], [-0.48, -2.03, 0.79], [3.91, -0.05, -0.92], [3.23, 1.40, -0.44], [-4.20, 1.32, 0.39], [0.94, 1.29, 1.17]],
  "mulliken_charge": [-0.495, -0.022, -0.027, -0.037, -1.205, -0.317, 0.045, -0.153, 0.239, 0.319, 0.398, 0.385, 0.364, 0.412, 0.400, 0.283, 0.394, 0.356, 0.278, 0.384]
}